The following is a quantum chemistry calculation of a 2-piece molecular cluster, C4H14NO2 overall at a distorted geometry, from OMol25.

Computed properties:
- Kohn-Sham gap: 0.4309 hartree
- Total charge: +1
- Energy relative to the best compared isomer or geometry (same formula, charge and spin): 211.6 kJ/mol
- HOMO energy: -14.7 eV
- Multiplicity: 1
- DFT total energy: -365.75014 Ha

Element x y z (Å)
O  0.8060  -0.2863  2.1301
O  3.2232  0.6316  -0.0302
N  0.2139  -0.0734  -0.6168
C  -2.2770  0.2725  -0.2554
C  -0.6130  0.1867  1.7298
C  0.0938  -0.6763  -1.9773
C  -1.0120  -0.3013  0.2359
H  -0.5062  -1.6028  -1.7676
H  1.0516  0.0909  2.9676
H  -2.3746  1.2793  -0.0116
H  1.0695  -0.3753  -0.1278
H  -2.5209  0.2112  -1.2764
H  -0.7539  1.2746  1.7369
H  3.7784  0.9087  0.7693
H  1.0874  -1.0779  -2.2251
H  -0.3428  -0.0544  -2.8093
H  3.8742  0.4562  -0.7390
H  -1.2480  -0.2339  2.5434
H  -3.0940  -0.2949  0.2856
H  0.4842  0.9849  -0.9212
H  -0.9397  -1.3203  0.3591

***

The following is a quantum chemistry calculation of a 2-piece molecular cluster, C4H14NO2 overall at a distorted geometry, from OMol25.

Computed properties:
- Kohn-Sham gap: 0.4419 hartree
- Total charge: +1
- Energy relative to the best compared isomer or geometry (same formula, charge and spin): 95.3 kJ/mol
- HOMO energy: -14.8 eV
- Multiplicity: 1
- DFT total energy: -365.79442 Ha

Element x y z (Å)
O  0.6652  0.9959  2.2823
O  1.8729  1.0077  -0.3552
N  -0.9319  -0.1478  0.4349
C  -1.3948  -1.3722  1.1253
C  0.7773  0.7417  -1.1911
C  -0.0672  -0.4916  -0.7824
C  -0.8755  -0.9403  -1.9684
H  -0.4150  -1.3108  -2.8820
H  0.0965  1.6177  -1.2443
H  -1.7507  0.3340  0.0645
H  -1.6399  -0.2343  -2.3001
H  1.4883  0.7112  1.8775
H  0.7274  1.9755  2.3464
H  0.5824  -1.2841  -0.4044
H  -1.4523  -1.8098  -1.6095
H  -1.5487  -1.2345  2.1926
H  1.1631  0.5408  -2.1929
H  -0.6688  -2.1727  1.0351
H  -0.3959  0.4835  1.0950
H  -2.3331  -1.7060  0.6981
H  2.6569  1.1201  -0.8740

***

The following is a quantum chemistry calculation of a 2-piece molecular cluster, C4H14NO2 overall at a distorted geometry, from OMol25.

Computed properties:
- Kohn-Sham gap: 0.4232 hartree
- Total charge: +1
- Energy relative to the best compared isomer or geometry (same formula, charge and spin): 101.5 kJ/mol
- HOMO energy: -14.7 eV
- Multiplicity: 1
- DFT total energy: -365.79208 Ha

Element x y z (Å)
O  -0.6389  -1.7694  1.0914
O  -2.3422  2.0975  -1.2353
N  -0.6046  -0.1400  -1.0565
C  -0.6783  -0.3568  1.3548
C  1.5068  0.3843  0.1226
C  2.2312  -1.0388  0.1078
C  -0.0065  0.3851  0.2277
H  1.9837  0.9688  0.8891
H  1.8031  0.7409  -0.8621
H  -3.1254  2.1592  -0.6785
H  2.6752  -1.2092  -0.8652
H  3.0147  -0.9667  0.8498
H  -0.2218  -0.1452  2.3131
H  -0.3029  1.4339  0.2222
H  -1.7377  -0.1007  1.3722
H  -2.4776  2.4563  -2.1208
H  -0.2228  0.2528  -1.9205
H  -0.2758  -2.2414  1.8536
H  -0.5793  -1.1610  -1.0195
H  -1.5943  0.1214  -1.0037
H  1.5932  -1.8710  0.3577

***

The following is a quantum chemistry calculation of a 2-piece molecular cluster, C4H14NO2 overall at a distorted geometry, from OMol25.

Computed properties:
- Kohn-Sham gap: 0.4365 hartree
- Total charge: +1
- Energy relative to the best compared isomer or geometry (same formula, charge and spin): 94.4 kJ/mol
- HOMO energy: -14.8 eV
- Multiplicity: 1
- DFT total energy: -365.79477 Ha

Element x y z (Å)
O  -2.1974  1.6187  0.7520
O  -0.3935  -2.1667  0.3762
N  0.3624  0.3162  0.6937
C  0.6266  -0.2964  -0.6734
C  -0.3044  -1.5095  -0.8862
C  0.4301  0.7072  -1.8031
C  1.4406  0.0203  1.6793
H  -1.2334  -2.6249  0.4681
H  -2.1581  2.4557  1.2269
H  1.6709  -0.6276  -0.7192
H  -0.5796  0.0695  1.0020
H  2.3679  0.4502  1.3108
H  0.2156  -2.1801  -1.5638
H  -3.1246  1.3589  0.7622
H  1.4222  -1.0621  1.8083
H  -1.2891  -1.1329  -1.1718
H  1.2735  1.4034  -1.9207
H  0.2441  1.3015  0.4543
H  -0.4756  1.3021  -1.7038
H  0.5167  0.1492  -2.7421
H  1.1849  0.4474  2.6506

***

The following is a quantum chemistry calculation of a 3-piece molecular cluster, C4H14NO2 overall at a distorted geometry, from OMol25.

Computed properties:
- Kohn-Sham gap: 0.3890 hartree
- Total charge: +1
- Energy relative to the best compared isomer or geometry (same formula, charge and spin): 269.3 kJ/mol
- HOMO energy: -13.8 eV
- Multiplicity: 1
- DFT total energy: -365.72815 Ha

Element x y z (Å)
O  1.9401  -1.8159  -1.8885
O  0.9502  -1.4656  2.6176
N  0.5302  -0.6084  -0.0669
C  -0.2968  0.6778  0.1186
C  -2.4512  1.8922  -0.5153
C  -1.6033  0.6175  -0.6796
C  0.3682  1.8383  0.3064
H  0.5697  -1.1124  0.7917
H  -3.1145  2.1752  -1.2827
H  -2.1389  -0.3478  -0.3522
H  -2.1666  2.8302  -0.2138
H  -3.1619  1.6922  0.3245
H  0.1930  -1.2044  -0.8020
H  0.6278  -2.3508  2.8827
H  2.8010  -2.2187  -2.2988
H  1.5113  -0.4373  -0.2740
H  -1.5927  0.1591  -1.7078
H  1.1575  -0.9470  3.4165
H  1.3031  -2.4839  -2.0544
H  1.2947  1.8551  0.7157
H  -0.2176  2.7463  0.1104

***

The following is a quantum chemistry calculation of a 3-piece molecular cluster, C4H14NO2S overall at a distorted geometry, from OMol25.

Computed properties:
- Kohn-Sham gap: 0.1785 hartree
- Total charge: -1
- Energy relative to the best compared isomer or geometry (same formula, charge and spin): 212.4 kJ/mol
- HOMO energy: -2.3 eV
- Multiplicity: 1
- DFT total energy: -764.19239 Ha

Element x y z (Å)
S  -0.6257  1.0157  -2.8812
O  4.3112  -0.4125  3.7911
O  6.4605  -0.2485  -0.6487
N  -2.6160  -0.7894  -0.2307
C  -2.0108  -0.9908  -1.6043
C  -3.1538  0.5521  0.0343
C  -0.6222  -0.4132  -1.7923
C  -2.3318  1.3416  1.1088
H  -4.1464  0.3415  0.4145
H  -2.9508  1.5531  1.9872
H  6.8864  0.0921  -1.4508
H  -2.7674  -0.5002  -2.2894
H  -3.2884  1.3049  -0.7519
H  3.4558  -0.4932  3.3436
H  -1.8384  -1.0261  0.3685
H  6.4518  0.5296  -0.0846
H  -0.3479  -0.1644  -0.7649
H  -1.6736  0.5378  1.4928
H  4.6316  -1.2639  3.4659
H  -1.7335  2.1422  0.7225
H  0.0975  -1.0867  -2.2558
H  -2.1884  -2.0217  -1.9746

***

The following is a quantum chemistry calculation of a 3-piece molecular cluster, C4H14NO3 overall, from OMol25.

Computed properties:
- Kohn-Sham gap (alpha / beta): 0.0881 / 0.3088 hartree
- Total charge: -2
- Energy relative to the best compared isomer or geometry (same formula, charge and spin): 0.0 kJ/mol
- HOMO energy (alpha / beta): 4.0 / -2.1 eV
- Multiplicity: 2
- DFT total energy: -441.16360 Ha

Element x y z (Å)
O  -0.8199  3.2224  -0.4237
O  1.1925  4.8634  -0.9052
O  0.2935  1.0729  -0.9050
N  1.4122  -1.7924  -1.0598
C  0.1775  -1.3090  -0.4285
C  -0.2702  -2.3164  0.6476
C  -1.7140  -2.1484  1.0927
C  0.3544  0.1232  0.0961
H  -0.5718  -1.2760  -1.2183
H  1.8124  4.2024  -0.5510
H  -0.3307  0.3325  0.9263
H  -0.1380  -3.3360  0.2628
H  -1.9513  -2.6302  2.0407
H  1.3429  0.0980  0.6138
H  1.6143  -1.1564  -1.8294
H  -0.8673  3.1877  0.5372
H  -0.2021  2.0446  -0.6612
H  2.1736  -1.6526  -0.3912
H  0.3417  4.3121  -0.8921
H  -1.9396  -1.1054  1.2702
H  -2.3745  -2.5328  0.3167
H  0.4646  -2.2037  1.4614

***

The following is a quantum chemistry calculation of C4H14NO3 as an isolated structure at a distorted geometry, from OMol25.

Computed properties:
- Kohn-Sham gap (alpha / beta): 0.0958 / 0.2887 hartree
- Total charge: -2
- Energy relative to the best compared isomer or geometry (same formula, charge and spin): 149.6 kJ/mol
- HOMO energy (alpha / beta): 3.9 / -1.4 eV
- Multiplicity: 2
- DFT total energy: -441.10661 Ha

Element x y z (Å)
O  -0.1030  -0.0287  3.0028
O  1.7932  2.8724  1.5651
O  1.6437  0.2167  1.3131
N  -1.4924  -0.2975  -0.2789
C  1.1359  -0.5016  0.2199
C  0.0945  0.4487  -1.9561
C  -1.8414  -1.4446  -1.1472
C  -0.1063  0.1711  -0.4513
H  0.1649  -0.3995  -2.6353
H  1.5590  2.2655  2.2917
H  -2.5371  -1.1037  -1.9204
H  -0.9673  -1.9998  -1.5013
H  1.3391  2.1849  1.0064
H  1.8597  -0.6351  -0.5985
H  -2.2587  -2.2850  -0.5549
H  -0.0890  1.1620  0.0232
H  -1.7766  -0.4000  0.6857
H  0.9336  1.1114  -2.1820
H  -0.7595  1.1035  -2.1939
H  0.7605  0.0120  2.0979
H  1.0348  -1.5645  0.5047
H  -0.3876  -0.8884  2.7093

***

The following is a quantum chemistry calculation of a 3-piece molecular cluster, C4H14NO3 overall at a distorted geometry, from OMol25.

Computed properties:
- Kohn-Sham gap: 0.2403 hartree
- Total charge: +1
- Energy relative to the best compared isomer or geometry (same formula, charge and spin): 677.2 kJ/mol
- HOMO energy: -15.2 eV
- Multiplicity: 1
- DFT total energy: -440.80048 Ha

Element x y z (Å)
O  -0.2509  1.3302  -1.9881
O  -2.2884  -2.1896  0.1610
O  2.4607  -0.3849  0.6116
N  0.2135  -1.1735  -0.9609
C  -2.5204  -0.8355  -0.1361
C  1.1895  0.2133  0.7808
C  -1.4474  0.0046  0.5160
C  -0.0035  -0.7782  0.2696
H  -3.4839  -0.4610  0.2197
H  -0.0178  -1.6473  0.9316
H  -2.4666  -0.6331  -1.2136
H  -3.0613  -2.6888  -0.1194
H  1.0736  1.1477  0.2328
H  -1.2424  1.0205  0.1459
H  -0.0935  0.3776  -1.8957
H  2.3099  -0.7806  -0.2398
H  -1.5333  0.0394  1.5990
H  4.5713  3.7056  1.6542
H  0.2162  1.6343  -2.7696
H  5.1946  4.0044  1.3777
H  0.1071  -2.1895  -1.0404
H  1.0729  0.2842  1.8638

***

The following is a quantum chemistry calculation of a 5-piece molecular cluster, C4H14NO7 overall at a distorted geometry, from OMol25.

Computed properties:
- Kohn-Sham gap: 0.3167 hartree
- Total charge: -1
- Energy relative to the best compared isomer or geometry (same formula, charge and spin): 138.1 kJ/mol
- HOMO energy: -5.7 eV
- Multiplicity: 1
- DFT total energy: -742.32622 Ha

Element x y z (Å)
O  0.0239  -1.4638  2.0458
O  -1.8796  -0.6568  -2.8908
O  -2.3236  -3.0462  1.8873
O  1.9698  0.8638  -2.9062
O  2.0244  -1.4882  1.1120
O  -2.7191  1.4837  0.2950
O  3.4586  -2.2203  -1.1586
N  -0.6816  0.4788  0.4714
C  -1.5550  1.5103  0.6590
C  0.6889  0.5653  1.0316
C  1.0109  -0.8880  1.5183
C  -0.9311  2.9136  0.8578
H  0.1308  2.9104  0.6408
H  -1.5064  -3.4258  1.5431
H  0.7033  1.3498  1.7768
H  -0.9866  -0.4707  0.3709
H  2.8978  -1.9409  -0.3977
H  2.2143  1.2084  -2.0755
H  -1.0369  3.2045  1.9049
H  -1.8681  -2.3395  2.3771
H  1.1262  0.6817  -3.3016
H  -1.3885  0.1611  -2.9106
H  -2.5740  -0.7425  -2.2390
H  3.2569  -3.1635  -1.1375
H  -1.4548  3.6627  0.2735
H  1.3995  0.8520  0.2518

***

The following is a quantum chemistry calculation of a 2-piece molecular cluster, C4H14NOS overall at a distorted geometry, from OMol25.

Computed properties:
- Kohn-Sham gap: 0.3709 hartree
- Total charge: +1
- Energy relative to the best compared isomer or geometry (same formula, charge and spin): 64.3 kJ/mol
- HOMO energy: -13.2 eV
- Multiplicity: 1
- DFT total energy: -688.73823 Ha

Element x y z (Å)
S  -1.1399  2.3580  -1.2040
O  -0.9201  -0.5608  3.0973
N  0.2969  0.5216  0.8007
C  0.8566  -0.0256  -0.4910
C  -0.3069  -0.3964  -1.4441
C  1.7256  -1.2228  -0.2737
C  -1.5318  0.5290  -1.3118
H  1.2639  -2.1683  0.0343
H  -0.5507  0.0408  1.1205
H  2.4941  -1.2121  0.5129
H  -0.1051  1.4686  0.6897
H  -0.5548  -1.4220  -1.1875
H  2.2587  -1.3414  -1.2172
H  -0.8372  0.2346  3.6658
H  -0.9092  -1.1798  3.8365
H  -2.1037  0.4882  -2.2325
H  1.5026  0.7497  -0.8974
H  -2.1680  0.3476  -0.4537
H  0.9359  0.5360  1.5992
H  0.0027  -0.3083  -2.4793
H  -0.2094  2.5634  -2.1649

***

The following is a quantum chemistry calculation of a 2-piece molecular cluster, C4H14NOS overall at a distorted geometry, from OMol25.

Computed properties:
- Kohn-Sham gap: 0.3697 hartree
- Total charge: +1
- Energy relative to the best compared isomer or geometry (same formula, charge and spin): 37.4 kJ/mol
- HOMO energy: -13.0 eV
- Multiplicity: 1
- DFT total energy: -688.74847 Ha

Element x y z (Å)
S  0.5619  0.1202  -1.9818
O  1.4326  -1.9956  0.3894
N  0.8764  0.7052  0.9990
C  -0.9083  -0.0283  2.4978
C  -1.0989  0.7161  -1.3242
C  -1.3994  0.1104  0.0502
C  -0.6541  0.7554  1.2231
H  -2.4384  0.1111  0.3719
H  -1.9471  -0.3363  2.5778
H  -0.9156  1.8019  1.3555
H  -1.7439  0.3546  -2.1169
H  1.1058  1.4536  0.3631
H  2.3285  -1.9309  0.1032
H  -1.1381  -0.9518  0.0041
H  0.4329  0.9319  -3.0526
H  -0.7518  0.5878  3.3889
H  1.3340  0.7077  1.9003
H  1.0704  -0.1982  0.5641
H  -0.2646  -0.8966  2.6367
H  1.2439  -2.9434  0.3452
H  -1.2083  1.7988  -1.2465